{"formula": "C2H4BrClN3", "method": "ωB97M-V/def2-TZVPD", "homo_lumo_gap_ha": 0.37227, "charge": 1, "species": ["H", "N", "C", "Br", "N", "C", "N", "Cl", "H", "H", "H"], "xyz": [[1.3168, -0.2932, 2.6547], [1.1416, -0.3102, 1.6760], [0.4143, 0.5231, 1.1186], [-0.8843, 1.7609, 1.8964], [0.2406, 0.3638, -0.2913], [-0.0205, -0.7504, -1.1384], [-0.8520, 0.2795, -1.4425], [-2.4851, 0.2944, -1.0393], [0.9459, 0.8815, -0.7211], [0.7063, -1.0516, -2.0189], [-0.5238, -1.6977, -0.6944]]}